Record 1
C43H47N14O9S2SeTi | wB97M-V/def2-TZVPD

```
117
Properties=species:S:1:pos:R:3:mulliken_charge:R:1
Ti -0.69 -0.35 0.08 1.06
C 5.06 0.26 1.45 -0.96
C 4.75 -0.16 0.01 -0.94
N 3.88 0.81 -0.68 0.57
C 4.57 1.79 -1.54 -0.38
C 4.82 1.23 -2.93 -1.06
C 2.55 0.76 -0.57 -0.48
S 1.90 -0.41 0.48 0.40
N 1.90 1.71 -1.34 -0.15
C 0.63 1.87 -1.40 -1.49
O -0.26 1.17 -0.72 1.73
C 0.08 2.93 -2.27 1.07
C 0.82 4.08 -2.53 -0.34
C 0.30 5.05 -3.37 -1.00
C -0.95 4.87 -3.95 -0.64
C -1.69 3.72 -3.69 -0.92
C -1.18 2.75 -2.84 -0.12
H 5.81 -0.41 1.88 0.39
H 4.17 0.22 2.07 0.18
H 5.47 1.28 1.47 0.35
H 4.25 -1.13 0.01 0.43
H 5.66 -0.24 -0.57 0.49
H 5.51 2.04 -1.05 0.46
H 3.96 2.68 -1.61 0.13
H 5.43 0.32 -2.90 0.33
H 5.34 1.97 -3.55 0.41
H 3.86 0.99 -3.41 0.22
H 1.79 4.21 -2.07 0.44
H 0.87 5.95 -3.59 0.46
H -1.36 5.63 -4.62 0.44
H -2.66 3.58 -4.15 0.51
H -1.73 1.85 -2.62 0.49
C 4.08 -4.19 3.89 -0.89
N 3.30 -4.27 2.65 0.22
C 3.44 -5.30 1.80 -0.05
C 2.78 -5.32 0.62 -1.32
C 1.92 -4.22 0.35 0.62
N 1.71 -3.24 1.20 0.44
C 2.45 -3.18 2.36 -0.22
O 2.45 -2.25 3.14 -0.58
N 1.22 -4.18 -0.83 -0.35
H 4.64 -5.11 4.03 0.33
H 3.41 -4.03 4.74 0.29
H 4.76 -3.34 3.85 0.28
H 4.10 -6.11 2.10 0.35
H 2.90 -6.13 -0.08 0.46
H 1.59 -4.74 -1.59 0.24
H 0.89 -3.26 -1.08 0.02
N 0.51 3.34 1.43 -0.01
C 0.30 2.42 2.43 -0.20
N 0.09 1.16 2.23 0.80
C -0.04 0.50 3.48 -0.75
C -0.13 -0.87 3.68 -0.41
C -0.21 -1.36 4.98 -0.92
C -0.22 -0.50 6.07 -1.00
C -0.12 0.86 5.89 -0.55
C -0.02 1.34 4.59 0.86
S 0.22 2.98 4.08 -0.41
H 0.87 2.98 0.57 -0.42
H 0.88 4.24 1.70 0.48
H -0.07 -1.55 2.84 0.42
H -0.26 -2.43 5.14 0.50
H -0.28 -0.91 7.07 0.43
H -0.12 1.54 6.74 0.44
C -3.08 -4.67 2.97 -1.19
N -2.67 -3.51 2.19 0.23
C -3.06 -2.15 2.51 -0.31
C -2.58 -1.46 1.23 0.04
O -2.00 -0.21 1.30 -0.91
N -1.63 -2.34 0.59 0.17
C -1.84 -3.53 1.15 -0.41
N -1.33 -4.68 0.71 -0.27
H -3.67 -4.33 3.81 0.41
H -2.22 -5.22 3.36 0.39
H -3.70 -5.35 2.37 0.36
H -2.52 -1.77 3.38 0.00
H -4.12 -2.05 2.68 0.67
H -0.60 -4.63 0.00 0.10
H -1.39 -5.50 1.28 0.28
Se -4.26 -1.46 -0.02 0.36
C -5.39 -0.69 1.20 0.34
N -6.07 -0.22 2.01 -0.58
O -1.86 -0.68 -1.77 -0.51
C -0.85 -1.25 -2.23 0.63
O 0.13 -1.44 -1.44 0.37
C -0.75 -1.68 -3.65 0.02
C 0.45 -1.51 -4.33 -0.66
C 0.57 -1.92 -5.65 -0.85
C -0.51 -2.52 -6.28 -0.55
C -1.69 -2.68 -5.58 -0.48
C -1.84 -2.26 -4.27 0.04
N -2.83 -3.37 -6.24 1.04
O -3.79 -3.66 -5.54 -0.59
O -2.74 -3.59 -7.43 -0.60
H 1.29 -1.05 -3.81 0.68
H 1.50 -1.79 -6.18 0.46
H -0.45 -2.88 -7.29 0.52
H -2.78 -2.40 -3.76 0.71
O 0.10 6.55 1.32 -0.53
C -1.01 6.07 2.07 -0.83
N -1.71 5.01 1.40 0.29
C -2.88 5.21 0.72 0.41
O -3.50 6.26 0.73 -0.70
C -3.34 4.02 -0.07 0.29
C -4.20 4.22 -1.14 -0.72
C -4.59 3.13 -1.90 -1.13
C -4.08 1.88 -1.58 -0.36
N -3.27 1.67 -0.54 0.35
C -2.93 2.72 0.20 -0.77
H -0.23 7.10 0.60 0.34
H -1.73 6.86 2.29 0.49
H -0.59 5.70 3.00 0.29
H -1.18 4.18 1.22 0.12
H -4.55 5.22 -1.34 0.52
H -5.26 3.25 -2.74 0.50
H -4.33 1.01 -2.17 0.49
H -2.32 2.49 1.07 0.87
```

For the HOMO-LUMO gap, the calculation gives 7.26 eV. Its relative energy (zero: lowest compared OMol25 entry of this formula, charge and spin) is 194.2 kJ/mol. Its spin multiplicity is 1. The value obtained for the maximum force is 1.61 eV/A. As for the net charge: +1.



Record 2
C43H48CaN2O3P2 | wB97M-V/def2-TZVPD

```
99
Properties=species:S:1:pos:R:3:mulliken_charge:R:1
Ca -2.12 1.90 -2.42 1.20
C -1.41 1.83 -4.64 -0.18
C -0.29 1.64 -3.86 -0.42
C 0.74 2.74 -3.67 -0.25
C 0.18 4.08 -3.11 -1.40
C -1.10 3.98 -2.30 0.36
C -2.38 4.14 -2.75 -0.46
C -2.89 3.87 -4.14 -0.53
C -1.90 3.18 -5.13 -0.98
C -0.49 -0.17 3.04 -1.08
H -1.92 0.97 -5.09 0.41
H 0.07 0.63 -3.61 0.11
H 1.25 2.95 -4.63 0.39
H 1.54 2.38 -3.00 -0.20
H 0.95 4.51 -2.44 0.52
H 0.07 4.79 -3.94 0.35
H -0.92 4.06 -1.22 -0.26
H -3.13 4.58 -2.07 0.16
H -3.23 4.82 -4.58 0.44
H -3.82 3.26 -4.09 0.19
H -2.44 3.01 -6.08 0.43
H -1.08 3.87 -5.40 0.29
H -1.36 -0.73 2.69 0.50
H -0.55 -0.06 4.13 0.59
H 0.42 -0.72 2.77 -0.09
P 1.38 -1.07 -0.41 1.61
P -0.44 1.44 2.29 1.87
C 1.20 0.66 -0.05 -0.51
C 0.60 1.51 0.83 -0.59
C 3.00 -1.34 -1.17 0.19
C 3.68 -0.32 -1.88 -0.77
C 4.93 -0.55 -2.46 -0.60
C 5.53 -1.81 -2.35 -0.63
C 4.88 -2.84 -1.67 -0.78
C 3.63 -2.60 -1.08 -0.27
C 0.08 -1.55 -1.56 0.52
C -1.22 -0.99 -1.48 -0.62
C -2.14 -1.23 -2.50 -0.64
C -1.80 -2.10 -3.56 -0.88
C -0.56 -2.72 -3.57 -0.83
C 0.40 -2.42 -2.61 -0.47
C 0.29 2.59 3.47 -0.23
C 1.63 2.37 3.85 -0.46
C 2.25 3.23 4.75 -0.67
C 1.56 4.33 5.26 -0.48
C 0.24 4.56 4.88 -0.66
C -0.41 3.69 4.00 -0.32
C -2.09 1.95 1.78 0.53
C -3.22 1.17 2.09 -0.50
C -4.47 1.52 1.56 -0.72
C -4.61 2.63 0.73 -0.61
C -3.50 3.44 0.47 -0.85
C -2.25 3.11 0.99 -0.74
H 1.79 1.20 -0.82 -0.64
H 0.82 2.57 0.63 0.23
H 3.23 0.67 -1.97 0.06
H 5.43 0.26 -2.99 0.43
H 6.51 -1.99 -2.80 0.37
H 5.33 -3.82 -1.58 0.43
H 3.14 -3.42 -0.54 0.38
H -1.54 -0.44 -0.57 0.83
H -3.15 -0.80 -2.44 0.67
H -2.53 -2.28 -4.36 0.40
H -0.33 -3.47 -4.33 0.40
H 1.40 -2.85 -2.66 0.45
H 2.17 1.52 3.42 0.40
H 3.29 3.05 5.04 0.42
H 2.06 5.00 5.97 0.36
H -0.30 5.43 5.27 0.39
H -1.45 3.87 3.70 0.40
H -3.13 0.31 2.74 0.44
H -5.34 0.91 1.81 0.42
H -5.59 2.90 0.32 0.43
H -3.62 4.37 -0.10 0.50
H -1.39 3.78 0.83 0.66
C 0.68 -5.75 0.17 -1.16
C -0.04 -5.47 1.47 -1.31
C 0.47 -4.20 2.21 3.09
C -0.32 -3.88 3.51 -0.46
C -1.80 -4.19 3.42 -1.42
C 1.96 -4.26 2.53 -0.75
O 2.67 -5.24 2.48 -0.59
N 2.45 -2.98 2.89 0.14
C 2.34 -1.95 1.96 -0.55
O 3.00 -0.92 2.03 -0.55
N 1.40 -2.24 0.93 2.36
C 0.26 -3.00 1.29 -1.64
O -0.87 -2.71 0.89 -0.55
H 0.49 -4.96 -0.57 0.18
H 0.31 -6.70 -0.25 0.49
H 1.76 -5.85 0.33 0.26
H -1.10 -5.31 1.26 0.46
H 0.03 -6.33 2.14 0.50
H 0.13 -4.41 4.37 0.46
H -0.18 -2.81 3.71 0.18
H -1.99 -5.27 3.38 0.36
H -2.31 -3.79 4.31 0.46
H -2.22 -3.71 2.52 0.27
H 3.31 -2.98 3.41 0.40
```

For the HOMO-LUMO gap (alpha / beta), the calculation gives 4.26 / 4.07 eV. Its relative energy (zero: lowest compared OMol25 entry of this formula, charge and spin) is 726.1 kJ/mol. Its spin multiplicity is 1. The value obtained for the maximum force is 5.90 eV/A. As for the net charge: 0.



Record 3
C43H48ClF7N2O4 | wB97M-V/def2-TZVPD

```
105
Properties=species:S:1:pos:R:3:mulliken_charge:R:1
C -2.05 -1.39 -1.29 -1.45
C -2.04 -1.23 0.24 0.14
N -2.68 -0.25 0.67 -0.51
C -1.30 -2.33 1.02 -1.20
C -0.53 -1.91 2.34 3.00
C -1.54 -2.28 3.46 0.25
F -1.52 -3.60 3.71 -0.25
F -2.82 -2.09 3.08 -0.34
C -1.52 -1.60 4.88 0.49
F -2.64 -2.08 5.46 -0.32
F -0.56 -1.98 5.71 -0.24
C -1.70 -0.05 4.99 0.59
F -2.50 0.47 4.11 -0.22
F -0.56 0.59 5.09 -0.21
F -2.28 0.16 6.17 -0.32
C 0.02 -0.46 2.27 -1.31
O -0.49 0.59 2.35 -0.41
O 1.39 -0.40 2.00 -0.33
C 1.80 -1.68 1.53 1.54
Cl 3.58 -1.84 1.61 -0.16
C 1.53 -1.56 -0.02 0.40
C 2.58 -0.65 -0.70 -0.03
O 3.31 -1.04 -1.51 -0.50
O 2.60 0.68 -0.36 -0.53
C 0.92 -2.62 2.36 0.07
C 0.93 -4.10 1.77 -1.66
C 2.03 -5.08 2.22 0.46
C 1.43 -6.51 1.99 -1.61
C 3.31 -5.10 1.33 -1.50
N 1.23 -2.85 3.78 -0.33
C 2.17 -2.26 4.43 0.66
C 2.19 -0.87 5.02 -1.46
C 3.42 -3.09 4.80 -1.18
H -2.33 -0.45 -1.77 0.34
H -1.13 -1.84 -1.68 0.40
H -2.86 -2.10 -1.49 0.36
H -2.61 -0.27 1.70 0.20
H -0.60 -2.72 0.28 0.29
H -1.93 -3.21 1.19 0.88
H 0.54 -1.14 -0.25 -0.21
H 1.66 -2.52 -0.52 0.41
H 2.95 0.79 0.53 0.37
H 1.01 -4.00 0.67 0.38
H -0.04 -4.58 1.92 0.37
H 2.31 -5.08 3.27 0.43
H 2.12 -7.30 2.28 0.50
H 1.26 -6.57 0.90 0.35
H 0.43 -6.59 2.45 0.32
H 3.69 -6.13 1.35 0.55
H 4.12 -4.49 1.73 0.22
H 3.09 -4.84 0.29 0.21
H 3.20 -0.61 5.37 0.57
H 1.88 -0.07 4.35 0.17
H 1.57 -0.84 5.93 0.25
H 3.81 -3.63 3.94 0.20
H 4.17 -2.49 5.30 0.49
H 3.09 -3.84 5.54 0.32
C -3.88 -8.99 3.31 -0.38
C -3.33 -7.77 3.70 -0.61
C -2.74 -6.94 2.76 -0.05
C -2.72 -7.32 1.42 -0.33
C -3.28 -8.53 1.03 -0.50
C -3.86 -9.36 1.97 -0.41
H -4.34 -9.64 4.04 0.36
H -3.35 -7.48 4.74 0.38
H -2.30 -6.00 3.06 0.46
H -2.27 -6.66 0.68 0.38
H -3.26 -8.82 -0.02 0.36
H -4.29 -10.31 1.67 0.36
C -3.90 2.22 -0.73 -0.04
C -2.73 2.93 -0.95 -0.67
C -2.71 3.98 -1.86 0.05
C -3.87 4.33 -2.54 -0.44
C -5.04 3.62 -2.32 -0.33
C -5.05 2.56 -1.42 -0.68
H -3.90 1.40 -0.02 0.43
H -1.82 2.67 -0.41 0.46
H -1.79 4.54 -2.03 0.22
H -3.86 5.15 -3.25 0.34
H -5.95 3.89 -2.85 0.36
H -5.97 2.01 -1.25 0.38
C 0.32 6.96 -2.48 -0.40
C 1.49 7.68 -2.70 -0.42
C 1.51 8.73 -3.61 -0.55
C 0.35 9.07 -4.29 -0.24
C -0.82 8.36 -4.07 -0.57
C -0.84 7.31 -3.17 0.05
H 0.31 6.14 -1.78 0.38
H 2.39 7.41 -2.16 0.38
H 2.43 9.28 -3.78 0.46
H 0.36 9.89 -5.00 0.37
H -1.73 8.63 -4.60 0.37
H -1.75 6.75 -3.00 0.18
C 4.56 7.87 -9.12 -0.44
C 3.77 8.99 -8.89 -0.38
C 2.97 9.06 -7.76 -0.40
C 2.96 8.01 -6.86 0.14
C 3.74 6.89 -7.08 -0.60
C 4.54 6.81 -8.21 -0.31
H 5.18 7.81 -10.00 0.35
H 3.79 9.81 -9.60 0.36
H 2.35 9.93 -7.59 0.35
H 2.33 8.07 -5.97 0.18
H 3.73 6.07 -6.37 0.37
H 5.15 5.94 -8.39 0.36
```

Its structure (SMILES) is [H]/N=C(/C)C[C@]1(C(F)(F)C(F)(F)C(F)(F)F)C(=O)O[C@](Cl)(CC(=O)O)[C@@]1(CC(C)C)N=C(C)C.c1ccccc1.c1ccccc1.c1ccccc1.c1ccccc1. For the HOMO-LUMO gap, the calculation gives 8.36 eV. Its spin multiplicity is 1. The value obtained for the maximum force is 4.27 eV/A. As for the net charge: 0.



Record 4
C43H48MgN2O3P2 | wB97M-V/def2-TZVPD

```
99
Properties=species:S:1:pos:R:3:mulliken_charge:R:1
Mg -2.23 -1.19 0.38 1.46
C -2.32 -3.37 -0.79 -1.77
C -1.16 -2.82 -1.49 0.20
C -1.48 -2.17 -2.85 -1.12
C -2.61 -1.15 -2.77 -1.63
C -2.92 -0.58 -1.42 1.87
C -3.97 -0.95 -0.57 -0.97
C -4.66 -2.29 -0.60 -1.03
C -3.74 -3.41 -1.22 -1.11
C 0.79 3.28 -0.29 -0.80
H -2.01 -4.25 -0.20 0.73
H -0.39 -3.60 -1.67 1.69
H -1.83 -2.96 -3.52 0.66
H -0.57 -1.75 -3.28 0.40
H -2.37 -0.30 -3.44 0.37
H -3.58 -1.55 -3.10 0.42
H -2.59 0.45 -1.37 -0.51
H -4.31 -0.26 0.25 0.46
H -5.64 -2.27 -1.13 0.39
H -4.84 -2.60 0.47 0.27
H -4.13 -4.38 -0.85 0.36
H -3.90 -3.43 -2.31 0.27
H 0.61 2.62 0.57 -0.50
H 0.20 4.20 -0.17 0.58
H 1.85 3.55 -0.33 0.54
P 0.09 -1.98 -0.34 0.96
P 0.27 2.45 -1.80 1.57
C -0.15 -0.19 -0.80 0.07
C 0.46 0.64 -1.75 -0.33
C 1.78 -2.54 -0.38 0.80
C 2.35 -2.93 -1.61 -0.75
C 3.67 -3.38 -1.63 -0.73
C 4.43 -3.40 -0.45 -0.83
C 3.89 -2.93 0.76 -0.83
C 2.55 -2.51 0.79 -0.84
C -0.49 -2.76 1.33 0.73
C -1.86 -2.73 1.83 0.19
C -2.23 -3.05 3.14 -0.62
C -1.28 -3.67 3.94 -0.68
C -0.05 -4.04 3.39 -0.82
C 0.28 -3.70 2.06 -0.87
C 0.90 3.51 -3.11 0.20
C 2.25 3.41 -3.47 -0.51
C 2.74 4.19 -4.52 -0.64
C 1.91 5.09 -5.19 -0.49
C 0.60 5.30 -4.73 -0.80
C 0.13 4.57 -3.64 -0.50
C -1.54 2.65 -1.74 0.25
C -2.23 2.60 -0.50 -0.72
C -3.64 2.57 -0.52 -0.55
C -4.35 2.66 -1.72 -0.50
C -3.66 2.77 -2.93 -1.02
C -2.26 2.74 -2.94 -0.52
H -0.64 0.34 0.09 -0.14
H 1.32 0.26 -2.30 0.46
H 1.75 -2.87 -2.53 0.32
H 4.11 -3.69 -2.59 0.40
H 5.47 -3.76 -0.46 0.36
H 4.51 -2.88 1.67 0.45
H 2.07 -2.21 1.72 0.38
H -2.76 -2.91 1.10 -0.25
H -3.29 -3.04 3.43 0.47
H -1.52 -3.91 4.98 0.43
H 0.74 -4.56 3.95 0.37
H 1.16 -4.21 1.63 0.67
H 2.91 2.71 -2.95 0.53
H 3.78 4.11 -4.84 0.40
H 2.26 5.66 -6.06 0.37
H -0.05 6.02 -5.23 0.38
H -0.85 4.80 -3.23 0.53
H -1.68 2.56 0.46 0.24
H -4.17 2.44 0.43 0.46
H -5.44 2.63 -1.72 0.42
H -4.20 2.90 -3.86 0.39
H -1.73 2.85 -3.88 0.61
C 2.16 -1.12 4.79 -1.17
C 1.82 0.35 4.68 -1.16
C 2.10 1.00 3.29 3.05
C 1.86 2.51 3.26 -0.24
C 0.66 2.96 4.09 -1.40
C 3.57 0.75 2.87 -0.55
O 4.48 0.52 3.65 -0.67
N 3.80 0.85 1.51 0.24
C 2.85 0.57 0.52 -1.03
O 3.18 0.68 -0.67 -0.70
N 1.64 0.14 0.99 2.12
C 1.19 0.40 2.22 -1.74
O -0.01 0.17 2.53 -0.84
H 1.44 -1.73 4.24 0.04
H 2.13 -1.44 5.84 0.53
H 3.18 -1.33 4.43 0.30
H 0.74 0.48 4.89 0.41
H 2.40 0.94 5.42 0.41
H 2.77 3.04 3.59 0.42
H 1.69 2.80 2.21 -0.09
H 0.88 2.92 5.17 0.32
H 0.40 3.99 3.83 0.46
H -0.21 2.31 3.88 0.25
H 4.76 0.79 1.21 0.37
```

For the HOMO-LUMO gap (alpha / beta), the calculation gives 3.94 / 3.95 eV. Its relative energy (zero: lowest compared OMol25 entry of this formula, charge and spin) is 675.5 kJ/mol. Its spin multiplicity is 1. The value obtained for the maximum force is 5.66 eV/A. As for the net charge: 0.